Entry 1:
The following is a quantum chemistry calculation of the molecule C2H3NO4, from the OMol25 dataset.

The geometry in XYZ format:
```
10
Properties=species:S:1:pos:R:3:forces:R:3:nbo_charge:R:1
C 0.65910 -0.30785 0.00132 0.9 -2.0 0.1 0.98
O 1.17931 -0.00486 -1.18263 -0.3 0.2 0.7 -0.63
O 1.55762 -0.25800 0.98727 -0.3 0.5 -0.7 -0.66
O -0.86961 1.10474 0.16807 -1.2 -0.7 0.0 -0.83
N -0.41999 -1.08253 0.10850 0.4 0.2 0.5 -0.72
C -1.51274 -0.34495 0.01641 1.2 1.9 -1.4 0.89
O -2.64625 -0.48790 -0.28086 -0.2 0.0 0.7 -0.56
H 2.08516 0.31966 -1.07153 -0.1 0.1 0.1 0.50
H 1.16580 -0.61480 1.79641 -0.2 0.0 -0.1 0.52
H -1.19839 1.67648 -0.54296 -0.2 -0.1 0.2 0.49
```
Forces are in eV/Å.

Energy above the lowest of the compared OMol25 structures with the same formula, charge and spin = 37.6 kcal per mole
Frontier orbital gap = 10.34 eV
LUMO level = 0.2 eV
SMILES string = O=C(O)N=C(O)O
Largest force on an atom = 2.67 eV Å⁻¹
Electronic energy = -433.703671 a.u.

Entry 2:
The following is a quantum chemistry calculation of a cluster of 2 separate species, C2H3NOS in total, from the OMol25 dataset.

The geometry in XYZ format:
```
8
Properties=species:S:1:pos:R:3:forces:R:3:nbo_charge:R:1
C -0.39169 -1.76394 0.85386 -0.6 -0.2 0.9 0.23
C 0.22914 1.47436 -0.60527 -4.0 -0.5 2.4 0.25
N 0.28789 -0.96345 0.31565 1.5 1.0 -2.8 -0.68
O 1.10668 2.02418 -1.12456 2.6 1.3 -2.5 -0.49
S -1.23709 -2.60359 1.85202 -0.5 -0.7 0.2 0.02
H -0.80938 1.16165 -1.14473 2.0 0.3 0.9 0.10
H 0.29524 1.35345 0.52015 -0.6 -0.2 -0.8 0.13
H 0.51921 -0.68266 -0.66713 -0.4 -1.0 1.7 0.44
```
Forces are in eV/Å.

Energy above the lowest of the compared OMol25 structures with the same formula, charge and spin = 39.6 kcal per mole
Frontier orbital gap = 10.27 eV
LUMO level = 0.5 eV
SMILES string = N=C=S.C=O
Largest force on an atom = 4.75 eV Å⁻¹
Electronic energy = -606.124250 a.u.

Entry 3:
The following is a quantum chemistry calculation of a cluster of 2 separate species, C2H3NOS in total, from the OMol25 dataset.

The geometry in XYZ format:
```
8
Properties=species:S:1:pos:R:3:forces:R:3:nbo_charge:R:1
C -0.04304 0.36771 -0.30131 -2.8 2.1 -0.2 0.57
C 1.32401 0.03900 0.12470 1.0 0.9 0.3 -0.77
N -2.30526 -1.27227 -0.69897 1.1 0.7 0.5 -0.62
O -0.72602 1.35077 -0.20446 1.6 -2.2 0.0 -0.49
S -3.03954 -0.25587 0.10191 -0.2 0.1 -0.4 0.54
H 1.06427 -0.20439 1.15422 0.3 -0.1 0.4 0.27
H 1.58110 -0.90771 -0.33091 0.6 0.1 -0.2 0.26
H 2.14448 0.88276 0.15482 -1.7 -1.6 -0.4 0.24
```
Forces are in eV/Å.

Energy above the lowest of the compared OMol25 structures with the same formula, charge and spin = 112.3 kcal per mole
Frontier orbital gap (spin up / spin down) = 5.71 / 5.66 eV
LUMO level (spin up / spin down) = -1.0 / -1.1 eV
Largest force on an atom = 3.49 eV Å⁻¹
Electronic energy = -606.008398 a.u.

Entry 4:
The following is a quantum chemistry calculation of a structure of composition C2H3NOS, from the OMol25 dataset.

The geometry in XYZ format:
```
8
Properties=species:S:1:pos:R:3:forces:R:3:nbo_charge:R:1
C 0.71190 -0.53305 -0.85681 0.4 0.3 -0.4 0.57
C -0.43029 0.76816 0.56903 0.6 -2.5 -0.9 -0.32
N -0.20807 -0.70955 0.10383 -1.1 2.4 1.5 -0.64
O 1.28911 -1.27623 -1.58037 0.2 -0.4 -0.2 -0.57
S 0.78357 1.28031 -0.69656 -0.1 0.1 0.1 0.13
H -1.44271 1.10681 0.38241 0.0 0.0 0.0 0.21
H -0.10234 0.91884 1.59198 0.0 0.0 0.0 0.21
H -0.60116 -1.55529 0.48649 0.1 -0.1 -0.1 0.41
```
Forces are in eV/Å.

Energy above the lowest of the compared OMol25 structures with the same formula, charge and spin = 2.1 kcal per mole
Frontier orbital gap = 10.22 eV
LUMO level = 0.5 eV
Largest force on an atom = 3.02 eV Å⁻¹
Electronic energy = -606.183984 a.u.

Question: Which formula does entry 4 have?
Answer: C2H3NOS